C49H95BN5O33 | ωB97M-V/def2-TZVPD

```
! wB97M-V def2-TZVPD RIJCOSX def2/J DEFGRID3
* xyz -1 1
O -8.2694 27.4913 3.2477
C -8.0385 26.5756 2.4620
O -8.7235 25.5362 2.1046
B -8.0825 24.8717 0.9777
O -6.6940 25.4185 0.8981
C -6.6218 26.4119 1.7749
O -5.6139 27.0306 2.0716
O -8.8660 25.1219 -0.2852
C -9.2191 23.9647 -0.8230
O -9.9085 23.8946 -1.8915
C -8.7879 22.8651 0.0911
O -8.1095 23.4278 1.1906
O -8.9459 21.6487 -0.1612
C -5.1274 22.7257 -1.3038
O -5.1155 23.1391 -2.6798
C -6.0793 23.8827 -3.1936
C -5.6870 24.3891 -4.5723
N -4.5424 25.3714 -4.4572
C -4.1786 25.9984 -5.7511
C -2.8209 26.7983 -5.6146
O -1.7146 25.8600 -5.5461
C -0.5460 26.5231 -4.9469
H -5.5039 23.5136 -0.6514
H -4.1199 22.4441 -0.9976
H -5.7780 21.8710 -1.1185
H -6.2482 24.6593 -2.4475
H -6.9644 23.2514 -3.2722
H -6.5709 24.9194 -4.9270
H -5.3347 23.6418 -5.2833
H -3.7777 24.8918 -4.0039
H -5.0380 26.6089 -6.0281
H -4.0486 25.1785 -6.4575
H -2.8104 27.3859 -4.6966
H -2.6904 27.4482 -6.4799
H 0.0857 26.9490 -5.7264
H -0.0175 25.7351 -4.4105
H -0.8909 27.1895 -4.1563
C -12.5875 21.5951 -2.1402
O -12.9456 22.8245 -2.7995
C -14.3894 22.8804 -2.8998
C -15.0148 24.1915 -3.4634
N -14.3662 24.5794 -4.7308
C -14.2911 23.4915 -5.7651
C -13.5233 24.0031 -7.0524
O -12.1761 24.3353 -6.7664
C -11.3548 24.1449 -7.8528
H -13.1812 21.4540 -1.2371
H -11.5072 21.6479 -2.0045
H -12.8081 20.6796 -2.6891
H -14.8317 22.8121 -1.9059
H -14.7359 22.1204 -3.6000
H -14.9815 25.0582 -2.8033
H -16.0665 24.0167 -3.6904
H -15.1538 25.0313 -5.1730
H -15.2990 23.1251 -5.9600
H -13.6783 22.6627 -5.4107
H -14.0878 24.8515 -7.4392
H -13.6563 23.2348 -7.8141
H -11.1383 23.0813 -7.9534
H -10.3917 24.6511 -7.7868
H -11.7670 24.5438 -8.7797
C -2.3966 17.9620 5.0157
O -2.3074 17.4969 3.6904
C -3.3068 17.8948 2.7853
C -3.2953 19.3679 2.4026
N -4.3313 20.0962 3.2470
C -4.3468 21.4672 2.8805
C -3.2210 22.3861 3.4542
O -2.8380 23.4610 2.5860
C -3.7386 24.2664 1.8698
H -3.3232 17.5967 5.4587
H -2.4023 19.0508 5.0674
H -1.5409 17.7428 5.6543
H -4.2673 17.6354 3.2304
H -3.3133 17.2427 1.9119
H -3.4640 19.4475 1.3287
H -2.3910 19.9175 2.6640
H -5.2684 19.7221 3.2912
H -5.3302 21.8398 3.1671
H -4.3364 21.3719 1.7947
H -2.3139 21.8327 3.6973
H -3.4932 22.8577 4.3985
H -3.9065 23.9807 0.8314
H -3.2297 25.2141 1.6936
H -4.6604 24.3904 2.4382
C -5.7191 30.6604 1.5832
O -4.9289 31.0685 0.4472
C -3.6257 30.5843 0.5707
C -2.8561 31.0270 -0.7303
N -1.7206 30.1494 -0.8528
C -0.9749 30.5182 -2.0258
C 0.3391 29.7350 -2.1453
O 1.0406 30.2304 -3.2819
C 2.2555 29.5941 -3.6943
H -5.7158 29.5955 1.8157
H -6.7798 30.8620 1.4330
H -5.3956 31.2303 2.4543
H -3.6596 29.4959 0.5218
H -3.0597 30.8972 1.4481
H -2.5325 32.0678 -0.7178
H -3.6077 30.9363 -1.5144
H -1.2006 30.2827 0.0028
H -0.6765 31.5665 -2.0205
H -1.5405 30.3295 -2.9383
H -0.0005 28.6993 -2.1366
H 0.9283 29.8570 -1.2364
H 3.0694 29.7054 -2.9779
H 2.4892 30.1301 -4.6142
H 2.1946 28.5282 -3.9140
C -7.6517 31.0159 5.1037
O -8.9275 31.4227 4.7544
C -9.9922 30.3332 4.7171
C -11.3864 30.9090 4.3644
N -11.2916 31.5369 3.0797
C -12.6268 32.0263 2.6037
C -12.6492 32.6708 1.2159
O -12.6340 31.5853 0.2947
C -12.3232 32.0436 -1.0377
H -6.9792 31.8098 5.4284
H -7.2061 30.4818 4.2645
H -7.6817 30.2854 5.9121
H -10.0898 29.7014 5.5999
H -9.7077 29.6525 3.9146
H -11.7040 31.5594 5.1794
H -12.1320 30.1144 4.3376
H -10.4667 32.1170 3.0233
H -12.9358 32.8474 3.2506
H -13.4008 31.2944 2.8345
H -11.7453 33.2761 1.1461
H -13.4977 33.3390 1.0688
H -11.2871 32.3034 -1.2550
H -12.9184 32.9176 -1.3025
H -12.7187 31.2867 -1.7150
C -11.3617 28.6473 1.2623
C -10.0226 29.2483 0.7983
O -9.6997 28.4181 -0.2961
C -10.7474 27.7978 -0.7467
O -10.6804 27.0833 -1.7270
O -11.8140 27.9929 0.0939
H -12.0526 29.4505 1.5185
H -11.2821 27.9033 2.0549
H -9.2139 29.1854 1.5265
H -10.0220 30.2938 0.4903
C -4.5487 26.9005 5.0351
C -3.7294 27.0873 6.2991
O -3.8122 25.8609 7.0043
C -4.6352 25.0417 6.2955
O -5.1135 23.9796 6.6904
O -5.0467 25.6110 5.1614
H -3.8908 27.0280 4.1754
H -5.3817 27.6028 5.0655
H -4.2647 27.8264 6.8951
H -2.7767 27.4594 5.9223
C -9.0076 22.2421 4.2073
C -8.0556 22.9102 5.2085
O -8.8311 23.9688 5.8004
C -10.0826 23.9601 5.2118
O -11.0872 24.5973 5.5904
O -10.0728 23.1901 4.1662
H -9.3856 21.3140 4.6362
H -8.6322 22.0279 3.2067
H -7.1565 23.4103 4.8484
H -7.7187 22.1509 5.9142
C -11.9915 24.6775 2.4801
C -12.5401 23.3283 2.0611
O -12.5876 23.4398 0.5806
C -12.7192 24.7467 0.2342
O -12.8712 25.1459 -0.9354
O -12.5431 25.4816 1.3319
H -10.9236 24.8522 2.6111
H -12.4587 24.7939 3.4580
H -13.5639 23.1550 2.3925
H -11.8677 22.5632 2.4492
C -9.1451 18.9851 -2.2292
C -8.0352 19.8245 -2.5225
O -7.1805 19.1926 -3.4539
C -7.8749 18.0401 -3.8371
O -7.4677 17.1856 -4.6169
O -9.0745 18.0632 -3.3055
H -10.0182 19.6362 -2.1860
H -8.9658 18.5042 -1.2676
H -7.5119 19.9792 -1.5789
H -8.3876 20.8133 -2.8157
*
```

Values from the calculation:
HOMO energy: -0.2390 Ha
frontier orbital gap: 8.36 eV